Version 1
ORCA calculation (wB97M-V/def2-TZVPD) on 2 unconnected molecules or ions with the total composition C2H9N4O.

HOMO-LUMO gap: 11.59 eV
total charge: +1

Each line ends with the Löwdin charge.
Atoms and positions in Å:
C (1.415, -0.131, -0.051)  -0.396
C (-0.902, -0.378, -0.887)  -0.239
N (2.641, 0.539, -0.053)  0.150
N (1.259, -1.267, 0.554)  0.224
N (-1.046, -1.471, -0.265)  0.082
N (0.315, 0.315, -0.708)  0.121
O (-2.274, 0.910, 0.545)  -0.097
H (-1.608, 0.216, -1.417)  0.123
H (3.209, 0.338, 0.812)  0.142
H (2.581, 1.615, -0.234)  0.170
H (2.153, -1.681, 0.866)  0.164
H (-3.105, 0.393, 0.826)  0.114
H (0.344, -1.680, 0.494)  0.041
H (-2.050, -1.923, -0.436)  0.162
H (0.394, 1.076, -1.375)  0.165
H (-2.605, 1.829, 0.508)  0.074

=====

Version 2
ORCA calculation (wB97M-V/def2-TZVPD) on a gas-phase ion, C2H9N4O (charge +1).

HOMO-LUMO gap: 9.91 eV
SMILES string: CN(O)/C(N)=N\[NH3+]
total charge: +1

Each line ends with the Löwdin charge.
Atoms and positions in Å:
C (-1.788, -0.103, 0.357)  -0.086
N (-0.431, 0.416, 0.431)  -0.152
O (-0.149, 1.626, -0.249)  -0.055
C (0.620, -0.756, -0.165)  -0.253
N (0.110, -2.002, -0.145)  0.170
N (1.862, -0.479, -0.155)  0.038
N (2.282, 0.795, 0.107)  0.113
H (-2.598, 0.607, 0.786)  0.138
H (-1.985, -0.468, -0.642)  0.088
H (-1.751, -0.945, 1.098)  0.105
H (-0.953, 2.118, -0.266)  0.097
H (0.389, -2.779, -0.782)  0.161
H (-0.816, -2.207, 0.029)  0.054
H (1.561, 1.360, 0.578)  0.136
H (3.259, 0.866, 0.546)  0.215
H (2.517, 1.341, -0.830)  0.229

=====

Verdict on stability: version 1 comes out on top.

=====

Version 1
ORCA calculation (wB97M-V/def2-TZVPD) on 13 unconnected molecules or ions with the total composition C4H36NO12.

HOMO-LUMO gap: 11.44 eV
total charge: +1

Each line ends with the Löwdin charge.
Atoms and positions in Å:
C (-0.615, 0.276, -0.458)  -0.154
C (-1.001, 1.404, -1.402)  -0.182
C (0.166, 2.248, -1.911)  -0.235
C (0.858, 1.674, -3.152)  -0.092
N (0.107, -0.843, -1.142)  0.182
H (0.045, 0.657, 0.318)  0.111
H (-1.501, -0.144, 0.007)  0.088
H (-1.572, 1.001, -2.240)  0.107
H (-1.720, 2.022, -0.863)  0.111
H (-0.186, 3.256, -2.128)  0.109
H (0.904, 2.386, -1.116)  0.101
H (1.539, 0.858, -2.919)  0.045
H (1.455, 2.441, -3.652)  0.077
H (0.115, 1.339, -3.881)  0.081
H (1.067, -0.513, -1.332)  0.096
H (-0.389, -1.120, -1.999)  0.119
H (0.139, -1.674, -0.541)  0.105
H (-3.919, -0.549, -0.088)  0.029
H (-4.737, -1.806, -0.560)  0.087
O (-3.845, -1.439, -0.514)  -0.068
H (-1.550, -3.540, 0.637)  0.083
H (-2.378, -2.299, 0.165)  0.025
O (-1.504, -2.588, 0.503)  -0.053
H (-2.465, -2.021, -3.414)  0.068
H (-2.782, -1.361, -2.031)  0.013
O (-2.125, -1.410, -2.752)  -0.054
H (-2.261, 1.517, 3.589)  0.090
H (-1.141, 1.761, 2.543)  0.026
O (-1.942, 1.211, 2.731)  -0.066
H (-1.183, -0.475, 2.922)  0.012
H (-1.064, -1.806, 2.129)  0.014
O (-0.769, -1.356, 2.945)  -0.061
H (2.636, -1.898, -0.215)  0.022
H (2.662, -3.394, 0.209)  0.074
O (2.094, -2.616, 0.172)  -0.060
H (4.670, 1.873, -2.765)  0.068
H (5.456, 0.546, -2.785)  0.070
O (4.576, 0.919, -2.670)  -0.032
H (0.971, -1.300, 2.876)  0.030
H (2.010, -1.868, 1.879)  0.026
O (1.930, -1.257, 2.638)  -0.057
H (3.301, 1.319, 2.186)  0.083
H (2.250, 0.146, 2.075)  0.019
O (2.546, 1.033, 1.660)  -0.100
H (-3.157, 1.122, 1.415)  0.019
H (-4.572, 1.523, 0.893)  0.073
O (-3.791, 1.007, 0.675)  -0.054
H (1.118, 2.090, 2.068)  0.019
H (0.464, 3.512, 1.944)  0.071
O (0.320, 2.626, 2.294)  -0.056
H (3.509, 0.215, -1.407)  0.026
H (2.793, 0.341, 0.033)  0.030
O (2.854, -0.183, -0.798)  -0.086

=====

Version 2
ORCA calculation (wB97M-V/def2-TZVPD) on 13 unconnected molecules or ions with the total composition C4H36NO12.

HOMO-LUMO gap: 11.03 eV
total charge: +1

Each line ends with the Löwdin charge.
Atoms and positions in Å:
C (0.825, -1.798, 1.993)  -0.055
C (-0.368, -1.783, 1.037)  -0.147
N (0.175, -2.302, -0.365)  0.052
C (-0.535, -3.606, -0.579)  -0.216
C (-0.442, -4.666, 0.511)  -0.082
H (0.842, -1.017, 2.772)  0.089
H (1.696, -1.671, 1.471)  0.029
H (0.854, -2.767, 2.524)  0.088
H (-1.259, -2.388, 1.414)  0.139
H (-0.813, -0.747, 0.814)  0.098
H (1.204, -2.197, -0.383)  0.105
H (-0.101, -1.546, -1.042)  0.101
H (-0.360, -4.025, -1.629)  0.149
H (-1.631, -3.329, -0.769)  0.126
H (-0.567, -4.353, 1.549)  0.062
H (-1.339, -5.360, 0.260)  0.124
H (0.414, -5.322, 0.479)  0.063
H (2.775, -3.859, -0.750)  0.047
H (4.117, -2.923, -0.870)  0.056
O (3.174, -3.021, -1.022)  -0.048
H (-2.560, 1.705, 1.877)  0.017
H (-2.039, 1.033, 3.060)  -0.013
O (-2.707, 0.930, 2.446)  -0.022
H (1.651, 3.616, -0.982)  0.046
H (1.339, 4.918, -0.204)  0.002
O (0.969, 4.343, -0.836)  -0.062
H (3.092, 0.346, 2.828)  0.055
H (3.833, 1.577, 3.255)  0.068
O (3.632, 1.068, 2.460)  -0.040
H (2.271, -0.235, -2.021)  0.134
H (2.354, 0.795, -0.842)  -0.025
O (1.869, 0.024, -1.122)  -0.068
H (-3.314, 1.968, -3.210)  0.015
H (-2.597, 2.839, -2.198)  0.041
O (-2.476, 2.118, -2.849)  -0.030
H (-4.262, 1.881, -0.571)  0.114
H (-4.036, 3.200, -0.098)  0.023
O (-3.512, 2.508, -0.369)  -0.016
H (3.221, 1.894, 0.844)  -0.071
H (3.970, 2.186, -0.495)  0.166
O (3.065, 1.971, -0.019)  -0.022
H (-0.294, 2.012, 1.202)  0.033
H (0.000, 2.998, 2.283)  0.042
O (0.337, 2.116, 2.036)  -0.121
H (-0.232, 1.003, -0.395)  0.050
H (-1.484, 1.930, -0.502)  -0.031
O (-1.113, 1.238, -0.085)  -0.028
H (-2.642, -0.660, 0.136)  0.031
H (-3.213, -0.921, -1.276)  0.031
O (-2.639, -1.259, -0.626)  -0.029
H (-0.941, 0.576, -2.168)  0.050
H (0.534, 0.008, -2.036)  0.042
O (-0.422, -0.277, -2.458)  -0.165

=====

Verdict on stability: version 1 comes out on top.

=====

Version 1
ORCA calculation (wB97M-V/def2-TZVPD) on a molecular structure, C25H23FN4O3S2W.

HOMO-LUMO gap (alpha / beta): 5.29 / 5.28 eV
total charge: +2

Each line ends with the Löwdin charge.
Atoms and positions in Å:
W (-0.612, 1.309, -0.649)  1.469
C (-0.963, 3.097, 2.077)  -0.031
C (-0.414, 2.412, 3.155)  -0.003
C (0.828, 1.797, 3.039)  -0.003
C (1.535, 1.871, 1.846)  -0.021
C (1.018, 2.569, 0.743)  -0.206
C (-0.268, 3.194, 0.857)  -0.226
H (-1.895, 3.632, 2.207)  0.132
H (-0.930, 2.399, 4.102)  0.136
H (1.270, 1.305, 3.894)  0.136
H (2.541, 1.473, 1.789)  0.124
H (1.732, 2.890, -0.023)  0.102
H (-0.538, 4.013, 0.177)  0.119
S (0.051, 0.256, -2.746)  0.837
C (0.307, 1.822, -3.483)  -0.953
S (0.313, 3.026, -2.214)  0.780
C (0.550, 2.055, -4.800)  -0.288
C (0.841, 3.353, -5.293)  -0.176
N (1.070, 4.396, -5.700)  0.254
C (0.477, 1.026, -5.772)  -0.177
N (0.396, 0.207, -6.566)  0.250
C (3.697, -1.653, 2.218)  -0.056
C (3.331, -2.516, 1.016)  -0.148
C (1.876, -2.327, 0.505)  -0.286
C (1.627, -3.400, -0.605)  -0.132
C (0.245, -3.336, -1.236)  -0.059
C (0.925, -2.599, 1.652)  -0.360
O (0.899, -3.584, 2.310)  0.205
N (-0.004, -1.543, 1.971)  0.275
C (-0.246, -0.534, 1.137)  -0.536
O (-1.083, 0.411, 1.327)  -0.097
N (0.420, -0.392, -0.002)  -0.036
C (1.682, -0.999, -0.175)  -0.423
O (2.454, -0.388, -0.867)  0.124
H (4.725, -1.873, 2.500)  0.095
H (3.067, -1.870, 3.080)  0.081
H (3.640, -0.591, 1.979)  0.061
H (3.457, -3.565, 1.283)  0.135
H (4.002, -2.293, 0.187)  0.133
H (1.773, -4.382, -0.153)  0.138
H (2.394, -3.264, -1.367)  0.140
H (-0.534, -3.464, -0.487)  0.076
H (0.152, -4.149, -1.951)  0.098
H (0.086, -2.399, -1.773)  0.035
H (-0.552, -1.659, 2.819)  0.192
F (-4.051, -1.848, 2.049)  0.151
C (-3.697, -0.955, 1.142)  -0.229
C (-3.994, 0.391, 1.366)  0.059
C (-3.590, 1.333, 0.446)  0.001
C (-2.916, 0.942, -0.743)  -0.400
C (-2.393, 1.911, -1.714)  -0.208
C (-2.647, -0.449, -0.956)  -0.070
C (-3.053, -1.385, -0.010)  0.042
H (-4.550, 0.661, 2.250)  0.146
H (-3.863, 2.372, 0.586)  0.139
H (-2.772, 2.935, -1.559)  0.110
H (-2.560, 1.617, -2.757)  0.101
H (-2.333, -0.812, -1.935)  0.110
H (-2.923, -2.444, -0.173)  0.140

=====

Version 2
ORCA calculation (wB97M-V/def2-TZVPD) on a molecular structure, C25H23FN4O3S2W.

HOMO-LUMO gap (alpha / beta): 5.96 / 5.96 eV
total charge: +2

Each line ends with the Löwdin charge.
Atoms and positions in Å:
W (0.118, -0.259, -0.345)  1.426
C (-2.170, 0.931, 0.348)  -0.161
C (-1.509, 1.105, 1.576)  -0.051
C (-1.129, -0.002, 2.315)  -0.038
C (-1.458, -1.299, 1.876)  -0.026
C (-2.177, -1.461, 0.709)  -0.075
C (-2.490, -0.354, -0.102)  -0.108
H (-2.475, 1.799, -0.220)  0.108
H (-1.249, 2.103, 1.903)  0.141
H (-0.572, 0.125, 3.235)  0.130
H (-1.159, -2.164, 2.454)  0.143
H (-2.482, -2.445, 0.400)  0.114
H (-3.020, -0.491, -1.036)  0.135
S (1.886, 0.167, -1.762)  0.861
C (1.260, 1.728, -2.191)  -0.927
S (-0.399, 1.673, -1.689)  0.801
C (1.921, 2.785, -2.699)  -0.281
C (1.229, 4.009, -2.954)  -0.172
N (0.660, 4.993, -3.114)  0.241
C (3.331, 2.666, -2.917)  -0.174
N (4.465, 2.503, -2.989)  0.236
C (1.456, 2.137, 4.038)  -0.047
C (2.622, 2.321, 3.082)  -0.147
C (2.972, 1.077, 2.250)  -0.286
C (4.135, 1.427, 1.255)  -0.122
C (4.805, 0.238, 0.582)  -0.058
C (3.463, -0.055, 3.151)  -0.386
O (4.246, 0.122, 4.034)  0.187
N (2.988, -1.347, 2.872)  0.243
C (2.054, -1.729, 1.947)  -0.479
O (1.655, -2.856, 1.812)  0.115
N (1.518, -0.664, 1.187)  0.017
C (1.840, 0.605, 1.425)  -0.428
O (1.079, 1.361, 0.745)  -0.141
H (1.332, 3.022, 4.660)  0.098
H (1.612, 1.292, 4.712)  0.094
H (0.512, 1.999, 3.504)  0.048
H (3.526, 2.563, 3.639)  0.136
H (2.441, 3.148, 2.392)  0.136
H (4.862, 1.976, 1.854)  0.142
H (3.734, 2.131, 0.521)  0.124
H (5.348, -0.378, 1.300)  0.093
H (5.528, 0.592, -0.152)  0.096
H (4.097, -0.403, 0.051)  0.047
H (3.358, -2.091, 3.455)  0.190
F (-3.961, -2.999, -3.798)  0.157
C (-2.840, -2.767, -3.154)  -0.234
C (-2.031, -1.720, -3.554)  0.043
C (-0.836, -1.535, -2.876)  -0.062
C (-0.491, -2.316, -1.744)  -0.348
C (0.786, -2.170, -1.028)  -0.229
C (-1.359, -3.385, -1.387)  -0.032
C (-2.503, -3.629, -2.095)  0.053
H (-2.301, -1.119, -4.411)  0.146
H (-0.137, -0.805, -3.257)  0.083
H (1.689, -2.187, -1.628)  0.065
H (0.883, -2.813, -0.152)  0.073
H (-1.072, -4.038, -0.571)  0.144
H (-3.151, -4.469, -1.880)  0.147

=====

Verdict on stability: version 2 comes out on top.

=====

Version 1
ORCA calculation (wB97M-V/def2-TZVPD) on a gas-phase ion, H4NOP2 (charge -1).

HOMO-LUMO gap: 7.82 eV
SMILES string: [O-][PH2]=NP
total charge: -1

Each line ends with the Löwdin charge.
Atoms and positions in Å:
O (0.875, 0.932, 2.046)  -0.484
P (0.152, 0.865, 0.807)  0.157
N (-0.112, -0.600, 0.463)  -0.629
P (-0.613, -1.434, -0.907)  0.494
H (-1.099, 1.391, 0.793)  -0.061
H (0.689, 1.737, -0.066)  -0.061
H (-0.394, -0.665, -2.023)  -0.218
H (0.503, -2.227, -1.113)  -0.198

=====

Version 2
ORCA calculation (wB97M-V/def2-TZVPD) on a molecular structure, H4NOP2.

HOMO-LUMO gap: 7.74 eV
total charge: -1

Each line ends with the Löwdin charge.
Atoms and positions in Å:
N (0.096, 1.251, 0.069)  -0.783
O (-2.605, -0.219, -0.141)  -0.552
P (1.646, 0.694, 0.061)  0.403
P (-1.117, -0.050, 0.138)  0.438
H (1.395, -0.629, 0.482)  -0.201
H (1.650, 0.404, -1.311)  -0.180
H (-0.680, -0.526, 1.372)  -0.053
H (-0.385, -0.925, -0.671)  -0.071

=====

Version 3
ORCA calculation (wB97M-V/def2-TZVPD) on a gas-phase ion, H4NOP2 (charge -1).

HOMO-LUMO gap: 7.90 eV
total charge: -1

Each line ends with the Löwdin charge.
Atoms and positions in Å:
N (0.003, -0.577, -0.116)  -0.836
O (1.170, -1.395, 0.294)  -0.626
P (-1.265, -0.663, 0.928)  0.644
P (1.324, 0.478, -0.156)  0.486
H (-1.400, 0.527, 1.546)  -0.193
H (-2.269, -0.397, 0.019)  -0.161
H (0.609, 1.709, -0.919)  -0.183
H (1.828, 0.318, -1.596)  -0.131

=====

Verdict on stability: version 1 comes out on top.